Entry 1:
Formula: C13H17O2
Source: OMol25
Level of theory: the ωB97M-V functional and the def2-TZVPD basis

Positions of all 32 atoms, in Å:
C 0.378 0.283 -2.189
C 1.799 0.677 -1.923
C -0.938 -1.027 -1.417
C 2.540 1.023 -2.969
C 2.367 0.558 -0.540
C 1.673 -0.478 0.347
C -1.494 -0.835 2.584
C -2.484 -0.040 1.686
C -0.349 -1.265 1.717
C -1.752 1.069 0.974
C -0.831 0.545 -1.257
C 0.359 0.006 1.000
C -0.661 0.621 0.169
O -1.710 -1.826 -0.982
O 0.165 -1.148 -2.115
H 0.176 0.609 -3.271
H 2.232 1.072 -3.907
H 3.472 1.341 -2.886
H 3.405 0.197 -0.641
H 2.365 1.607 -0.155
H 1.635 -1.511 -0.191
H 2.328 -0.901 1.168
H -1.267 -0.284 3.421
H -2.068 -1.722 2.828
H -3.110 -0.775 0.946
H -3.183 0.561 2.327
H 0.637 -1.680 2.258
H -0.630 -1.805 0.883
H -2.497 1.586 0.325
H -1.370 1.675 1.739
H -1.730 1.099 -1.642
H 0.541 0.767 1.714

Properties
- total charge = +1
- energy above the lowest of the compared OMol25 structures with the same formula, charge and spin (kJ/mol) = 140.1
- calculated total energy (a.u.) = -655.65223

---

Entry 2:
Formula: C13H18Br30FN2O4S2
Source: OMol25
Level of theory: the ωB97M-V functional and the def2-TZVPD basis

Positions of all 70 atoms, in Å:
N 1.771 0.474 2.504
C 1.623 0.704 1.064
C 1.437 2.185 0.770
C 0.005 2.755 0.868
S -1.091 2.114 2.134
O -2.329 2.812 1.947
O -0.580 2.407 3.432
N -1.338 0.507 1.988
S -2.159 0.122 0.686
O -1.624 -1.081 0.170
O -2.295 1.122 -0.315
F -3.585 -0.279 1.194
H 2.734 0.242 2.662
H 1.283 -0.376 2.743
H 2.533 0.338 0.584
H 0.830 0.106 0.655
H 1.731 2.315 -0.265
H 2.151 2.749 1.344
H -0.494 2.733 -0.080
H 0.102 3.813 1.108
C 2.886 -0.983 6.904
Br 3.411 -2.231 5.524
Br 1.614 0.278 6.235
Br 2.259 -1.911 8.481
H 3.772 -0.438 7.186
C 0.950 -5.255 4.446
Br 0.021 -3.583 4.286
Br 0.370 -6.240 6.003
Br 0.813 -6.321 2.845
H 1.995 -5.029 4.588
C -1.738 6.339 -0.220
Br -1.837 5.829 -2.073
Br -3.096 5.472 0.813
Br 0.026 6.009 0.486
H -1.919 7.399 -0.160
C -5.542 3.713 -3.484
Br -5.510 5.626 -3.222
Br -4.263 2.805 -2.372
Br -7.323 3.006 -3.257
H -5.261 3.532 -4.511
C 5.703 -1.100 0.738
Br 4.023 -1.475 -0.138
Br 6.537 0.479 0.012
Br 5.573 -1.022 2.660
H 6.353 -1.930 0.517
C -6.876 4.918 -7.339
Br -5.559 6.185 -6.738
Br -7.683 5.459 -9.003
Br -6.148 3.139 -7.443
H -7.658 4.899 -6.596
C 3.907 -9.098 1.046
Br 2.205 -9.418 0.201
Br 4.773 -7.536 0.328
Br 3.744 -9.008 2.960
H 4.538 -9.942 0.821
C 5.920 -4.548 -2.882
Br 4.011 -4.479 -3.097
Br 6.816 -3.242 -3.978
Br 6.428 -4.384 -1.031
H 6.245 -5.520 -3.214
C -3.521 -7.091 2.369
Br -2.783 -6.588 4.072
Br -3.843 -5.554 1.259
Br -2.417 -8.399 1.477
H -4.474 -7.558 2.557
C -1.672 7.731 -6.512
Br -1.200 8.660 -4.895
Br -2.041 8.951 -7.958
Br -0.339 6.431 -6.999
H -2.583 7.190 -6.314

Properties
- total charge = -1
- calculated total energy (a.u.) = -79033.21899

---

Entry 3:
Formula: C13H18N2
Source: OMol25
Level of theory: the ωB97M-V functional and the def2-TZVPD basis

Positions of all 33 atoms, in Å:
C 3.557 1.185 0.140
C 2.608 2.202 -0.018
C 3.123 -0.116 0.007
C 1.236 1.948 -0.063
C 1.767 -0.387 0.042
C 0.785 0.635 0.046
C -0.234 -1.443 0.016
C -1.093 -2.428 0.224
C -1.804 1.411 -1.395
C -2.942 -0.129 -0.098
C -1.936 1.399 1.447
C 1.931 -2.863 -0.114
C -1.706 0.731 0.013
N 1.177 -1.641 -0.059
N -0.460 -0.057 0.114
H 4.544 1.504 0.140
H 2.795 3.294 -0.059
H 3.850 -1.020 -0.038
H 0.608 2.727 -0.178
H -2.083 -2.299 -0.048
H -0.688 -3.467 0.423
H -1.107 2.096 -1.589
H -1.664 0.644 -2.043
H -2.743 1.909 -1.431
H -3.238 -0.803 0.649
H -2.841 -0.774 -0.947
H -3.863 0.611 -0.111
H -2.114 0.655 2.098
H -1.015 2.015 1.788
H -2.815 2.163 1.271
H 1.665 -3.452 0.786
H 1.802 -3.472 -1.159
H 2.900 -2.778 0.150

Properties
- energy above the lowest of the compared OMol25 structures with the same formula, charge and spin (kJ/mol) = 336.5
- calculated total energy (a.u.) = -615.55260
- structure (SMILES) = C=C1N(C)c2ccccc2N1C(C)(C)C

---

Entry 4:
Formula: C13H18N2O2
Source: OMol25
Level of theory: the ωB97M-V functional and the def2-TZVPD basis

Positions of all 35 atoms, in Å:
C -0.148 2.405 -2.963
C -0.901 1.602 -1.918
N -0.196 0.636 -1.187
C 0.391 -0.296 -2.066
C 1.795 0.077 -2.487
O -0.154 -1.323 -2.496
O -2.099 1.844 -1.723
H 0.807 1.975 -3.292
H -0.790 2.479 -3.855
H 0.055 3.424 -2.609
H 1.796 0.857 -3.264
H 2.367 0.460 -1.630
H 2.266 -0.807 -2.933
C -2.687 -1.090 -0.554
N -1.436 -1.129 0.187
C -1.249 -2.257 1.076
C -0.735 0.052 0.298
C 0.360 0.117 1.350
C 1.362 -0.840 1.461
C 2.204 -0.856 2.583
C 2.077 0.084 3.608
C 1.109 1.083 3.463
C 0.270 1.109 2.346
H -3.061 -2.116 -0.619
H -3.473 -0.504 -0.047
H -2.495 -0.650 -1.542
H -2.114 -2.917 0.990
H -0.359 -2.831 0.794
H -1.185 -2.009 2.144
H -1.380 0.912 0.496
H 1.422 -1.652 0.737
H 2.969 -1.621 2.670
H 2.732 0.063 4.485
H 0.997 1.850 4.232
H -0.515 1.871 2.264

Properties
- energy above the lowest of the compared OMol25 structures with the same formula, charge and spin (kJ/mol) = 131.9
- calculated total energy (a.u.) = -766.10306
- structure (SMILES) = CC(=O)N(C(C)=O)[C@H](c1ccccc1)N(C)C

---

Entry 5:
Formula: C13H18N2O3S6Sc
Source: OMol25
Level of theory: the ωB97M-V functional and the def2-TZVPD basis

Positions of all 43 atoms, in Å:
Sc 0.774 1.933 0.490
S 5.621 2.956 5.382
C 4.430 2.401 4.441
S 4.727 1.605 2.900
C 3.087 1.342 2.424
C 2.147 1.777 3.323
S 0.484 1.561 3.136
S 2.740 2.614 4.754
S 2.838 0.549 0.897
N -0.852 0.437 0.216
C -1.492 -0.500 0.466
N -2.202 -1.543 0.737
C -2.950 -1.667 2.001
C -2.356 -2.785 2.846
C -2.271 -4.084 2.047
C -1.468 -3.885 0.762
C -2.065 -2.767 -0.080
H -3.988 -1.887 1.742
H -2.923 -0.707 2.514
H -2.975 -2.917 3.734
H -1.358 -2.490 3.183
H -3.281 -4.423 1.795
H -1.817 -4.866 2.654
H -1.457 -4.801 0.169
H -0.431 -3.640 1.004
H -3.064 -3.036 -0.431
H -1.447 -2.534 -0.946
O 0.980 2.436 -1.484
S 1.801 2.299 -2.776
C 0.828 3.163 -4.028
C -0.113 2.141 -4.657
C 0.708 0.859 -4.778
C 1.356 0.652 -3.414
H 1.556 3.551 -4.742
H 0.345 3.999 -3.524
H -0.475 2.490 -5.622
H -0.977 1.984 -4.009
H 1.477 0.975 -5.544
H 0.100 -0.002 -5.051
H 2.242 0.021 -3.418
H 0.648 0.287 -2.668
O -0.030 2.936 2.080
O 1.102 3.564 1.474

Properties
- total charge = +1
- energy above the lowest of the compared OMol25 structures with the same formula, charge and spin (kJ/mol) = 16.0
- calculated total energy (a.u.) = -3991.05259

---

Entry 6:
Formula: C13H18N2O4
Source: OMol25
Level of theory: the ωB97M-V functional and the def2-TZVPD basis

Positions of all 37 atoms, in Å:
C 2.672 -0.626 -0.478
C 1.396 0.196 -1.019
C 3.803 0.170 -0.250
C 3.542 1.475 0.496
C -0.231 -0.328 0.835
C -0.422 -1.753 0.484
C -1.386 0.447 1.636
C -2.758 0.462 0.765
C -2.881 1.672 -0.005
C -3.342 -0.661 0.302
C -4.100 1.933 -0.838
C -4.382 -0.523 -0.655
C -4.772 0.642 -1.310
H 2.470 -2.601 -1.311
H 2.435 -1.104 -2.404
H 2.625 -1.222 0.443
H 4.400 0.604 -1.091
H 4.693 -1.694 0.037
H 3.309 1.313 1.710
H 4.543 1.911 0.167
H 2.948 2.364 0.295
H -0.503 0.897 -0.635
H 0.548 -0.511 1.641
H -0.884 1.403 1.768
H -1.383 -0.030 2.661
H -1.997 2.458 0.208
H -3.051 -1.614 0.674
H -4.646 2.972 -1.098
H -4.821 -1.563 -1.111
H -5.781 0.920 -1.802
H -0.664 -1.817 2.305
N 2.969 -1.521 -1.516
N 0.297 0.583 -0.238
O 1.651 0.582 -2.138
O 4.676 -0.773 0.483
O -0.058 -2.315 -0.572
O -0.914 -2.344 1.560

Properties
- energy above the lowest of the compared OMol25 structures with the same formula, charge and spin (kJ/mol) = 763.3
- calculated total energy (a.u.) = -916.41564
- structure (SMILES) = C[C@@H](O)[C@H](N)C(=O)N[C@@H](Cc1ccccc1)C(=O)O

---

Which formula does entry 3 have?
C13H18N2